[1]
Here is a structure of composition C34H54Cl3FeGeN7S2Si2Te in a non-equilibrium geometry from OMol25. Energies are from ωB97M-V with the def2-TZVPD basis set.

Structure (XYZ):
```
105
Properties=species:S:1:pos:R:3:forces:R:3:lowdin_charge:R:1
Fe 1.5784 -0.8156 -1.1068 -2.5269 1.1917 1.5831 0.306
N 2.7507 1.8226 2.0046 0.9215 -0.9707 0.7682 0.048
C 2.6020 0.9778 0.9317 -0.1287 -0.9675 -0.2732 -0.829
S 1.5177 1.4401 -0.3906 0.4653 -0.0171 0.4165 0.515
N 3.2698 -0.1595 1.0189 0.1586 1.9577 1.0581 -0.046
N 3.1456 -1.0505 0.0320 -0.2030 -0.6224 -0.6972 -0.121
C 4.0651 -2.0037 -0.1463 -0.2883 0.7127 -0.7590 -0.229
C 5.2051 -2.0038 0.7459 2.0312 -1.6519 1.6536 -0.147
C 5.0258 -1.7589 2.1235 -0.4298 0.0555 0.0047 -0.040
C 6.0605 -1.7800 3.0333 1.4345 -0.6493 -1.0865 -0.093
C 7.3296 -2.2278 2.6498 0.2635 0.6426 -0.0610 -0.103
C 7.5392 -2.5541 1.3084 -0.1990 0.0119 0.5355 -0.107
C 6.5187 -2.4392 0.3759 -1.0148 0.4506 0.2630 -0.043
C 4.0489 -2.9002 -1.2725 -1.0672 1.0425 0.6710 -0.151
C 4.7252 -4.1234 -1.1976 1.1864 -1.0906 -2.1783 -0.038
C 4.9261 -4.9135 -2.3274 -0.2154 0.8158 1.5375 -0.093
C 4.2073 -4.6270 -3.4894 -0.3078 1.0981 -0.9503 -0.095
C 3.4317 -3.4791 -3.5510 0.2838 -1.2403 1.2229 -0.017
N 3.3174 -2.6238 -2.4622 0.6955 -0.9676 -0.9070 -0.032
H 2.2762 2.6979 2.0804 -0.2523 -0.0329 -0.1541 0.062
H 3.2474 1.4286 2.8288 -0.6606 0.6407 -1.1653 0.108
H 4.0438 -1.5438 2.5249 0.1685 0.0299 -0.3377 0.099
H 5.9368 -1.4188 4.0135 -0.4496 0.1015 1.1914 0.080
H 8.1864 -2.2282 3.3561 -0.7645 -0.1102 -0.4756 0.102
H 8.5124 -2.9172 1.0225 0.1500 -0.0419 -0.2685 0.089
H 6.7035 -2.7548 -0.6407 0.0845 0.2656 -0.1066 0.103
H 5.2978 -4.3896 -0.3359 -0.1672 0.1159 0.5542 0.105
H 5.6555 -5.7066 -2.3536 -0.1559 -0.3337 0.3820 0.093
H 4.3557 -5.3140 -4.3255 -0.4974 0.5610 -0.0308 0.098
H 2.7683 -3.3065 -4.3742 -0.1056 0.4335 -0.2246 0.120
C 0.0746 -1.8218 -4.2070 -0.4141 0.7153 -0.4910 -0.054
C 1.2111 -0.8765 -4.5527 0.3765 -0.4115 -0.8267 -0.214
C 1.2751 -0.3144 -5.8613 1.3293 -0.0441 0.7561 -0.052
C 2.4331 0.3708 -6.3123 -0.9610 -0.3332 1.3205 -0.088
C 3.5089 0.5261 -5.4173 -0.8113 0.0585 0.4929 -0.063
C 3.4515 0.0202 -4.0982 0.2571 -1.0815 -1.2877 -0.183
C 4.6932 0.1492 -3.2263 -0.1294 -0.1575 -0.3333 -0.028
C 2.3309 -0.7851 -3.7157 1.6000 0.0492 -0.1823 -0.214
N 2.4259 -1.5672 -2.5125 0.2192 -0.3055 -2.1959 -0.154
H -0.8585 -1.2608 -3.9586 0.6771 -0.4096 0.1005 0.082
H 0.3233 -2.5314 -3.4106 -0.1254 0.2508 -0.1596 0.036
H -0.1354 -2.3434 -5.1428 -0.2253 -0.3344 0.1826 0.071
H 0.5126 -0.6032 -6.5735 -0.2475 0.3505 0.0481 0.095
H 2.4117 0.8220 -7.3020 0.3202 -0.2481 0.1086 0.089
H 4.4066 1.0613 -5.7193 -0.1278 -0.0458 -0.0300 0.099
H 5.6435 0.1025 -3.8032 -0.7049 -0.2949 0.1844 0.085
H 4.7051 -0.5781 -2.3979 0.0818 0.4994 -0.3601 0.062
H 4.6667 1.1581 -2.8443 0.0628 0.3279 0.6348 0.074
Cl -0.5292 -4.1473 2.3412 -0.5353 -0.2966 -0.0464 -0.155
Ge 0.7489 -3.6234 0.5507 0.9124 0.5032 -0.3549 0.071
Cl 0.5119 -4.9287 -1.3530 -0.3161 -0.0945 0.2852 -0.181
Cl -0.6022 -1.8012 -0.3973 0.2104 -0.0493 0.0483 -0.059
C -4.3511 -0.6439 5.2958 0.1436 1.2502 -0.0498 -0.114
N -3.0228 -1.1457 5.5352 -0.1363 -0.5394 0.0473 -0.289
C -2.7749 -2.5478 5.2186 1.1733 -0.0309 -1.1389 -0.067
C -1.9518 -0.3280 5.1861 0.0496 0.4082 -0.2563 -0.830
S -1.9861 0.6190 3.8205 0.5050 -0.0793 0.6117 0.699
N -0.8993 -0.4738 6.0674 -1.4306 0.1030 0.9855 -0.223
C 0.3799 0.0488 5.7484 1.2362 -0.0659 -0.1440 -0.129
C -1.2375 -0.3886 7.5271 -0.7010 -0.5571 -0.9929 -0.035
H -5.1248 -1.4022 5.3817 0.2283 -0.2197 0.1178 0.080
H -4.3724 -0.1928 4.2877 -0.4514 -0.0549 0.3777 0.041
H -4.5098 0.1323 6.0802 -0.3739 -0.2966 -0.7403 0.092
H -3.4297 -2.9802 4.4376 -0.0269 0.5439 0.3471 0.095
H -2.8760 -3.1062 6.1228 0.1282 -0.8687 0.5008 0.064
H -1.7426 -2.6278 4.7710 -0.9875 -0.2311 0.7552 0.077
H 0.5272 -0.1243 4.6611 0.3478 0.3301 0.7689 0.077
H 1.1175 -0.5044 6.3837 -0.3380 0.3188 -0.7841 0.094
H 0.5014 1.1181 6.0166 -0.1912 -0.2455 -0.3906 0.089
H -2.1001 -1.0446 7.7198 0.1522 0.5569 -0.1372 0.079
H -1.4852 0.6692 7.7856 0.3775 -0.7359 0.0768 0.099
H -0.4374 -0.8264 8.1195 0.3239 0.4487 -0.0611 0.076
C -4.1937 6.5816 1.1443 -0.4072 0.0729 0.9072 -0.192
Si -3.3711 4.9040 1.0108 -1.0709 -1.0366 -1.2565 0.330
C -4.1526 3.7603 2.2022 -0.8016 -0.0421 1.5675 -0.230
C -1.5524 4.9573 1.1090 2.0866 -0.3138 0.7326 -0.187
C -3.8997 4.0096 -0.5782 0.8160 -0.1735 -1.8954 -0.544
Te -3.2267 1.8980 -0.8031 -0.0573 0.1299 1.6967 1.165
C -5.1765 1.1445 -1.3785 -0.6145 0.0952 0.1076 -0.593
Si -5.0991 1.2169 -3.2606 -0.9961 -0.2726 0.2963 0.365
C -6.7687 1.9514 -3.8602 -0.8350 -1.3114 0.4773 -0.197
C -4.8580 -0.5450 -3.9278 -1.1563 -0.3109 0.0858 -0.181
C -3.7030 2.2679 -3.8846 -0.7992 -0.2465 -1.1965 -0.276
H -3.8466 7.0828 2.0901 -0.2248 -0.2102 -0.9777 0.042
H -5.2887 6.4197 1.2669 0.6210 0.1074 -0.1433 0.034
H -4.0410 7.2085 0.2656 0.1123 0.1604 0.1693 0.021
H -3.9823 4.1147 3.2386 -0.3073 -0.2162 -0.2623 0.037
H -3.7396 2.7454 2.1550 -0.1627 0.2140 -0.1327 -0.020
H -5.2640 3.7311 2.0085 1.0541 -0.0534 0.2533 0.056
H -1.2135 5.8866 1.5943 -0.1069 -0.2396 0.0903 0.028
H -0.9920 4.9432 0.1631 -0.4401 -0.0830 -0.0014 0.038
H -1.1131 4.0985 1.7069 -0.6465 0.8792 -0.5836 0.060
H -3.4464 4.4340 -1.5258 -0.7182 -0.0548 0.9968 -0.004
H -4.9883 3.9224 -0.7259 0.3147 0.2151 0.1233 0.002
H -5.9662 1.7766 -0.8933 0.7821 -0.3473 -0.5010 0.013
H -5.4067 0.1040 -1.0554 0.6177 0.6386 0.0376 0.014
H -7.6701 1.5604 -3.2722 1.2894 0.3936 -0.6170 0.047
H -6.9686 1.6821 -4.9059 0.0716 0.2500 0.0860 0.014
H -6.7775 3.0278 -3.7498 0.0593 0.3420 -0.0631 0.009
H -5.6138 -1.2366 -3.4879 0.4485 0.4675 0.0616 0.036
H -3.8827 -1.0142 -3.7721 -0.0262 0.2752 -0.0849 0.025
H -5.1408 -0.5675 -4.9881 0.4646 0.0814 -0.0455 0.023
H -3.5327 3.1955 -3.3657 0.0814 0.2595 0.0693 -0.018
H -3.9913 2.4710 -4.9252 0.1488 0.2233 -0.0807 0.035
H -2.8148 1.6614 -3.9245 0.5158 -0.0071 0.1300 0.010
```
Forces are in eV/Å.

Computed properties:
HOMO level (spin up / spin down) = -2.84 / -4.85 eV
net charge = -1
multiplicity = 6
frontier orbital gap (spin up / spin down) = 0.1788 / 0.2526 hartree
electronic energy = -219757.6600 eV


[2]
Here is a cluster of 2 separate species, C5H11N in total from OMol25. Energies are from ωB97M-V with the def2-TZVPD basis set.

Structure (XYZ):
```
17
Properties=species:S:1:pos:R:3:forces:R:3:lowdin_charge:R:1
C 1.1324 -1.8721 -0.2010 -0.0106 -0.0646 -0.0548 -0.080
C 1.3392 -0.3959 -0.0945 -0.0577 0.1387 -0.1078 -0.144
N 0.5567 0.4478 -0.6768 0.1942 -0.1392 0.1075 -0.170
C -0.4673 0.4814 -1.7050 -0.1984 -0.2719 -0.1603 -0.117
C 0.0840 1.6666 -0.9919 0.1596 0.1568 -0.0067 -0.086
C -1.4410 0.7471 1.8688 -0.0102 -0.0034 0.0369 -0.056
H 0.9625 -2.3266 0.7840 0.0381 0.0833 -0.1375 0.072
H 0.2666 -2.0930 -0.8343 0.1400 0.0417 0.1029 0.075
H 2.0091 -2.3628 -0.6401 -0.1281 0.0314 0.0687 0.070
H -0.9464 -0.1357 1.4568 -0.0914 0.1152 0.0931 0.000
H 2.1421 0.0173 0.5098 -0.1156 -0.0374 -0.0325 0.119
H -0.1090 0.1293 -2.6796 -0.0286 0.0951 0.1430 0.102
H -1.4569 0.1098 -1.4299 0.1454 0.0839 -0.0213 0.090
H 0.7208 2.4546 -1.3748 -0.0432 -0.0940 -0.0068 0.073
H -2.0663 1.2037 1.0990 0.0745 -0.0608 0.1460 0.016
H -0.6822 1.4695 2.1775 -0.0955 -0.0957 -0.0662 0.023
H -2.0442 0.4590 2.7320 0.0277 0.0209 -0.1043 0.015
```
Forces are in eV/Å.

Computed properties:
HOMO level = -7.09 eV
frontier orbital gap = 0.2982 hartree
energy relative to the best compared isomer or geometry (same formula, charge and spin) = 3.923 eV
electronic energy = -6849.6058 eV


[3]
Here is a structure of composition C5H9N2 in a non-equilibrium geometry from OMol25. Energies are from ωB97M-V with the def2-TZVPD basis set.

Structure (XYZ):
```
16
Properties=species:S:1:pos:R:3:forces:R:3:lowdin_charge:R:1
C -0.6980 0.8944 1.0656 0.7007 0.7499 -0.2292 0.182
C -0.6739 -0.3878 1.3486 -0.2712 0.1955 -1.4291 -0.246
C -0.8582 -1.1939 2.4730 0.6612 -1.1849 4.5161 -0.030
C 1.2071 -0.0235 -2.3514 2.2478 0.9156 2.1812 -0.061
C 0.3194 0.9556 -1.5856 -1.7716 -0.0287 -1.7706 -0.183
N -0.2112 -0.7863 -0.0618 0.4006 -1.9698 0.6648 0.274
N -0.0820 0.3710 -0.3651 -1.2817 2.8080 2.1018 -0.074
H -0.8518 1.8439 1.6293 0.2725 -0.6417 -1.1279 0.143
H -1.6919 -1.8627 2.6137 -0.3819 -0.4025 -0.9645 0.103
H -0.9490 -0.5971 3.4116 -0.2036 0.4680 -0.8716 0.122
H 0.0471 -1.7374 2.8282 -0.2597 -0.0816 -1.0463 0.127
H 2.0750 -0.3068 -1.5472 -2.0341 0.0555 -2.3591 0.149
H 0.6992 -0.8260 -2.8783 0.0716 -0.1916 0.5459 0.084
H 1.6622 0.6265 -3.0759 0.5285 -0.0817 -0.5919 0.071
H -0.7066 1.0497 -2.1133 1.4523 0.3392 0.5056 0.183
H 0.7128 1.9806 -1.3913 -0.1314 -0.9492 -0.1252 0.155
```
Forces are in eV/Å.

Computed properties:
HOMO level = -15.00 eV
net charge = +1
frontier orbital gap = 0.3310 hartree
energy relative to the best compared isomer or geometry (same formula, charge and spin) = 6.765 eV
electronic energy = -8298.9674 eV